Computed, not measured: a structure of composition C12H22CoO7S in a non-equilibrium geometry, with ωB97M-V/def2-TZVPD.

Positions of all 43 atoms, in Å:
Co 0.862 0.601 0.933
O 0.569 -2.178 3.956
C 0.282 -1.307 3.052
O 1.210 -0.742 2.447
C -1.135 -0.913 2.868
O -1.103 0.159 1.997
C -1.456 1.414 2.631
C -0.877 2.667 1.873
O -1.425 3.706 2.027
O 0.191 2.375 1.142
H 1.533 -2.166 4.127
H -1.596 -0.573 3.825
H -1.716 -1.721 2.433
H -1.157 1.506 3.659
H -2.556 1.444 2.652
C 0.633 -2.970 -3.222
C 0.437 -1.517 -3.467
C 0.870 -0.629 -2.332
S -0.115 -0.642 -0.790
O -0.579 -2.003 -0.438
C -1.430 0.485 -1.218
C -2.776 0.237 -0.523
C -3.508 1.605 -0.473
H 0.313 -3.566 -4.095
H 0.110 -3.400 -2.399
H 1.673 -3.180 -2.991
H -0.617 -1.347 -3.735
H 1.050 -1.222 -4.331
H 0.894 0.446 -2.645
H 1.866 -0.943 -2.027
H -1.534 0.505 -2.336
H -1.006 1.449 -0.952
H -2.665 -0.160 0.504
H -3.308 -0.555 -1.041
H -3.057 2.309 0.276
H -4.578 1.394 -0.381
H -3.355 2.104 -1.455
C 5.273 1.296 0.162
C 3.989 1.141 -0.533
O 2.921 1.004 -0.049
H 5.890 0.369 0.006
H 5.140 1.474 1.212
H 5.844 2.048 -0.352

Summary:
Relative energy (zero: lowest compared OMol25 entry of this formula, charge and spin): 5.40 kcal/mol
Highest occupied orbital energy (spin up / spin down): -12.06 / -12.86 eV
Charge: +1
Multiplicity: 5
Expectation value of S²: 6.01
Molecular weight: 369.3 Da


Computed, not measured: an isolated molecule of C3H7BO3 in a non-equilibrium geometry, with ωB97M-V/def2-TZVPD.

Positions of all 14 atoms, in Å:
B -0.734 -0.592 -0.339
C -1.224 0.864 0.072
C 1.053 0.888 0.557
C 0.737 -0.617 0.288
O -0.219 1.302 0.889
O -1.184 -1.638 -0.974
O 1.690 -1.362 -0.377
H -1.228 1.680 -0.802
H -2.172 1.036 0.598
H 1.668 1.020 1.446
H 1.387 1.296 -0.372
H 0.507 -1.178 1.293
H -2.155 -1.720 -1.086
H 1.873 -0.978 -1.194

Summary:
Relative energy (zero: lowest compared OMol25 entry of this formula, charge and spin): 77.74 kcal/mol
Highest occupied orbital energy (spin up / spin down): -3.99 / -9.90 eV
Charge: 0
Multiplicity: 3
Expectation value of S²: 2.01
Molecular weight: 101.9 Da


Computed, not measured: a structure of composition C37H32AuCl4IN3O2P2S in a non-equilibrium geometry, with ωB97M-V/def2-TZVPD.

Positions of all 83 atoms, in Å:
Au 0.947 -1.473 -0.414
Cl 5.973 -6.259 -0.549
C 5.167 -4.765 -0.437
C 5.896 -3.553 -0.701
Cl 7.551 -3.643 -1.094
C 5.264 -2.337 -0.666
Cl 6.107 -0.882 -1.001
C 3.870 -2.241 -0.379
O 3.275 -1.142 -0.366
C 3.119 -3.489 -0.088
O 1.896 -3.448 0.172
C 3.833 -4.726 -0.122
Cl 2.946 -6.157 0.188
C 2.762 -0.454 4.176
S 1.171 -0.420 3.291
C 0.567 1.247 3.769
C -0.623 1.813 2.990
C -0.479 2.235 1.510
N -0.484 1.203 0.461
P 0.788 0.820 -0.619
C 0.208 1.300 -2.270
C -0.392 2.541 -2.477
C -0.749 2.923 -3.760
C -0.510 2.074 -4.833
C 0.102 0.844 -4.629
C 0.465 0.458 -3.347
C 2.201 1.939 -0.378
C 2.899 1.948 0.829
C 3.946 2.827 1.039
C 4.348 3.678 0.019
C 3.705 3.631 -1.207
C 2.637 2.769 -1.413
P -1.801 0.235 -0.177
C -2.644 -0.753 1.115
C -3.969 -1.076 0.794
C -4.688 -1.970 1.569
C -4.101 -2.559 2.679
C -2.789 -2.251 2.999
C -2.054 -1.383 2.204
C -3.073 1.516 -0.470
C -3.679 2.224 0.570
C -4.589 3.229 0.285
C -4.927 3.513 -1.031
C -4.357 2.789 -2.067
C -3.428 1.797 -1.786
H 2.781 -1.335 4.814
H 2.846 0.440 4.789
H 3.575 -0.499 3.453
H 1.411 1.936 3.713
H 0.273 1.139 4.812
H -0.878 2.732 3.525
H -1.478 1.143 3.073
H 0.426 2.829 1.380
H -1.325 2.895 1.302
H -0.570 3.200 -1.635
H -1.213 3.888 -3.922
H -0.800 2.373 -5.831
H 0.304 0.189 -5.466
H 0.957 -0.491 -3.165
H 2.616 1.242 1.589
H 4.452 2.848 1.996
H 5.170 4.364 0.174
H 4.028 4.273 -2.016
H 2.147 2.754 -2.375
H -4.436 -0.612 -0.067
H -5.713 -2.205 1.313
H -4.663 -3.262 3.280
H -2.328 -2.703 3.869
H -1.013 -1.222 2.429
H -3.451 1.968 1.598
H -5.042 3.789 1.094
H -5.641 4.297 -1.247
H -4.635 2.994 -3.093
H -2.974 1.236 -2.595
I -2.922 -6.513 -0.400
C -2.143 -4.673 -0.948
C -2.673 -3.782 -1.851
N -1.845 -2.720 -1.866
N -0.820 -2.876 -1.029
C -0.981 -4.062 -0.457
H -3.553 -3.847 -2.467
H -1.929 -1.879 -2.414
H -0.268 -4.419 0.265

Summary:
Relative energy (zero: lowest compared OMol25 entry of this formula, charge and spin): 22.68 kcal/mol
Highest occupied orbital energy (spin up / spin down): -9.88 / -9.88 eV
Charge: +1
Molecular weight: 1110.4 Da


Computed, not measured: an isolated molecule of C4H8N2O2 in a non-equilibrium geometry, with ωB97M-V/def2-TZVPD.

Positions of all 16 atoms, in Å:
C 1.094 0.433 -1.250
C -0.406 -0.975 0.756
C -0.207 0.231 -0.508
N -1.433 -0.247 1.551
N 2.175 -0.471 -0.890
C -1.092 1.206 -0.048
O -0.852 -1.055 -0.579
O 0.421 -1.690 1.293
H -1.087 -0.010 2.474
H -2.346 -0.699 1.603
H 2.341 -0.441 0.111
H 1.904 -1.426 -1.102
H 1.425 1.465 -1.091
H 0.916 0.330 -2.325
H -0.702 2.164 0.277
H -2.150 1.185 -0.271

Summary:
Relative energy (zero: lowest compared OMol25 entry of this formula, charge and spin): 106.46 kcal/mol
Highest occupied orbital energy: -8.31 eV
Charge: 0
Molecular weight: 116.1 Da


Computed, not measured: an isolated molecule of C3H5N5 in a non-equilibrium geometry, with ωB97M-V/def2-TZVPD.

Positions of all 13 atoms, in Å:
H -1.877 -1.239 -1.568
N -1.293 -1.250 -0.622
C -0.676 -0.164 -0.451
N -0.885 1.024 -1.011
N 0.200 1.845 -0.919
C 0.999 1.377 -0.078
N 0.252 0.167 0.510
N 1.124 -0.800 1.142
C 0.492 -1.855 1.524
H -1.287 1.253 -1.918
H 1.790 1.812 0.516
H 1.156 -2.652 2.170
H -0.456 -2.229 1.139

Summary:
Relative energy (zero: lowest compared OMol25 entry of this formula, charge and spin): 89.92 kcal/mol
SMILES: [H]/N=c1\[nH]ncn1N=C
Highest occupied orbital energy: -8.96 eV
Charge: 0
Molecular weight: 111.1 Da


Computed, not measured: a cluster of 2 separate species, C3H6OS2 in total in a non-equilibrium geometry, with ωB97M-V/def2-TZVPD.

Positions of all 12 atoms, in Å:
C 1.062 -0.026 -0.132
C -0.756 -2.060 -0.375
C -0.956 1.991 0.439
O 3.647 -0.274 0.436
S 2.404 -0.960 0.019
S 0.631 1.560 -0.514
H 0.062 -2.551 -0.884
H -1.189 -2.316 0.547
H -1.238 -1.527 -1.178
H -1.616 2.638 -0.310
H -0.680 2.489 1.396
H -1.371 1.037 0.556

Summary:
Relative energy (zero: lowest compared OMol25 entry of this formula, charge and spin): 134.64 kcal/mol
Highest occupied orbital energy (spin up / spin down): -8.23 / -8.40 eV
Charge: 0
Molecular weight: 122.2 Da